<A>
C21H29N3O4S in the gas phase. Source: OMol25; level of theory: the ωB97M-V functional and the def2-TZVPD basis.

Spin multiplicity: 1
SMILES: CC[C@@H](O)[C@H](C)C(=O)N1CC[C@](NC(=O)CN2CSCC2=O)(c2ccccc2)C1
Kohn-Sham gap, Eh: 0.3591

Last column: Löwdin charge in e.
Cartesian coordinates (Å):
C  3.3082  0.3272  0.5070  -0.10
C  1.8560  -0.0628  0.7741  -0.20
C  0.9188  0.2211  -0.3985  -0.37
O  1.3062  -0.5339  -1.5499  -0.03
C  -0.5195  -0.1675  -0.1075  -0.25
C  -1.4331  0.0988  -1.3063  -0.02
C  -1.0424  0.5813  1.1095  -0.44
O  -0.7102  1.7401  1.3150  0.07
N  -1.8893  -0.0629  1.9408  -0.01
C  -2.5341  0.6423  3.0503  -0.09
C  -3.6250  -0.3366  3.4893  -0.08
C  -3.9487  -1.1424  2.2307  -0.35
N  -4.6362  -0.3446  1.2184  0.17
C  -5.5719  0.6122  1.3657  -0.46
O  -6.0316  0.9999  2.4304  0.05
C  -6.0822  1.1736  0.0417  -0.03
N  -6.8758  0.1807  -0.6576  -0.09
C  -8.2833  0.0571  -0.3675  -0.42
S  -8.9291  -1.1563  -1.5471  0.90
C  -7.2801  -1.7850  -1.9273  -0.36
C  -6.2784  -0.7765  -1.3976  -0.51
O  -5.0762  -0.8593  -1.5764  0.05
C  -4.7362  -2.4153  2.5090  -0.14
C  -6.1106  -2.3249  2.7139  -0.02
C  -6.8732  -3.4616  2.9402  -0.07
C  -6.2679  -4.7103  2.9545  -0.09
C  -4.9023  -4.8167  2.7436  -0.08
C  -4.1417  -3.6750  2.5193  -0.03
C  -2.5215  -1.3526  1.6931  -0.07
H  3.9140  0.1714  1.3986  0.07
H  3.7567  -0.2688  -0.2915  0.07
H  3.3891  1.3818  0.2339  0.08
H  1.7997  -1.1255  1.0293  0.12
H  1.5100  0.4881  1.6532  0.11
H  0.9546  1.2911  -0.6349  0.15
H  2.2113  -0.2979  -1.7666  0.08
H  -0.5152  -1.2428  0.1006  0.14
H  -2.4718  -0.1685  -1.0981  0.06
H  -1.4133  1.1553  -1.5793  0.10
H  -1.1142  -0.4778  -2.1728  0.08
H  -1.8345  0.8560  3.8553  0.13
H  -2.9840  1.5683  2.6909  0.13
H  -3.2472  -1.0242  4.2503  0.13
H  -4.4838  0.1601  3.9350  0.12
H  -4.4603  -0.6238  0.2566  0.11
H  -6.6598  2.0711  0.2408  0.14
H  -5.2295  1.4583  -0.5779  0.14
H  -8.4564  -0.2736  0.6591  0.09
H  -8.8082  1.0005  -0.5145  0.09
H  -7.0887  -2.7450  -1.4475  0.09
H  -7.1472  -1.9011  -3.0004  0.09
H  -6.5974  -1.3562  2.7178  0.11
H  -7.9385  -3.3708  3.1059  0.10
H  -6.8614  -5.5991  3.1282  0.10
H  -4.4283  -5.7892  2.7478  0.10
H  -3.0819  -3.8040  2.3469  0.10
H  -2.5315  -1.6451  0.6453  0.13
H  -2.0218  -2.1124  2.2959  0.13


<B>
A molecular structure, C21H29N3O4S. Source: OMol25; level of theory: the ωB97M-V functional and the def2-TZVPD basis.

Spin multiplicity: 1
Kohn-Sham gap, Eh: 0.3061

Last column: Löwdin charge in e.
Cartesian coordinates (Å):
C  -5.7127  -3.2592  0.4326  -0.12
N  -6.3219  -2.0300  0.1420  -0.32
S  -5.4183  -0.7671  -0.6585  0.54
O  -4.9451  -1.5027  -1.8131  -0.26
O  -6.3926  0.1077  -0.9535  -0.18
N  -4.4127  -0.5989  0.5437  -0.26
C  -4.5039  0.6942  1.2249  -0.03
H  -5.4785  1.0700  1.1488  0.09
C  -3.8974  1.8941  0.0069  0.02
N  -2.4391  1.4670  -0.2628  -0.19
C  -2.5236  0.4125  -0.8860  -0.37
C  -3.1223  -0.7463  -0.0498  -0.22
H  -3.0386  -1.9902  -0.5611  0.22
H  -2.3637  -0.8270  0.9794  0.18
H  -1.4493  -0.0586  -1.3021  0.20
H  -3.1564  0.1752  -1.6902  0.10
C  -1.7447  2.3896  -0.9537  -0.16
H  -1.6199  2.1943  -1.9580  0.11
C  -0.3585  3.0052  -0.3455  -0.13
O  -0.7587  3.2073  1.1857  -0.05
H  -1.3380  2.4309  1.2885  0.05
C  0.4637  1.8757  -0.2862  -0.14
O  1.8310  2.4262  -0.0316  -0.03
C  2.8617  1.5453  0.0650  -0.32
C  2.9138  0.3252  -0.7209  0.03
C  4.1756  -0.5520  -0.4745  -0.09
C  5.3107  -0.1808  -0.0961  -0.21
C  5.3355  1.5120  0.2413  0.13
C  4.0538  2.0466  0.3826  -0.07
H  4.1589  3.0821  0.6337  0.11
H  6.2316  1.9295  0.5339  0.06
C  6.5132  -0.8032  -0.2175  -0.27
C  7.7638  -0.1833  -0.5416  0.04
C  8.8810  -1.0865  -0.5837  -0.05
C  8.8758  -2.3259  -0.0826  -0.15
C  7.7760  -2.6185  0.4233  -0.18
C  6.5892  -2.0817  0.2099  -0.07
H  5.6515  -2.5060  1.0343  0.21
H  7.7152  -3.7900  0.7785  0.17
H  9.7084  -2.7050  0.0107  0.04
H  9.8959  -0.5938  -0.7752  0.13
H  7.5925  0.8579  -0.7103  0.09
H  3.9716  -1.6530  -0.7415  0.14
H  1.9542  -0.4738  -0.7585  0.14
H  0.2160  1.0013  0.1437  0.08
H  0.7553  1.3715  -1.4978  0.21
H  0.0491  3.7081  -0.6496  0.03
H  -2.2599  3.3099  -0.9944  0.12
H  -3.8108  2.9346  0.4932  0.14
H  -4.6304  1.9831  -0.7331  0.08
H  -3.8161  0.8573  1.9436  0.08
C  -7.1598  -1.4896  1.2526  -0.06
H  -6.3301  -1.3379  2.0655  0.11
H  -7.5623  -0.6628  1.1318  -0.03
H  -7.8552  -2.3074  1.6803  0.12
H  -6.4366  -3.9542  0.7806  0.09
H  -5.0610  -3.2453  1.0973  0.00
H  -5.3272  -3.4840  -0.5255  0.08


<C>
C21H29N3O4S in the gas phase. Source: OMol25; level of theory: the ωB97M-V functional and the def2-TZVPD basis.

Spin multiplicity: 1
SMILES: CCCN(CCC)C(=O)c1cn(C)c2ccc(S(=O)(=O)N3CCCC3)cc2c1=O
Kohn-Sham gap, Eh: 0.3185

Last column: Löwdin charge in e.
Cartesian coordinates (Å):
C  6.0132  -2.8902  1.9732  -0.11
C  4.7982  -2.0612  1.5777  -0.23
H  4.8280  -1.1031  2.0999  0.10
H  3.8838  -2.5776  1.8742  0.12
C  4.7637  -1.8350  0.0654  -0.16
N  3.5090  -1.2551  -0.3759  -0.04
C  2.7091  -2.0073  -1.1567  -0.42
O  3.0791  -3.0449  -1.6872  0.06
C  1.3000  -1.5433  -1.3811  -0.04
C  0.8194  -1.6073  -2.6468  0.03
N  -0.4592  -1.3443  -3.0021  -0.08
C  -1.3781  -1.0161  -2.0332  -0.13
C  -2.7129  -0.7199  -2.3586  0.01
C  -3.6160  -0.4039  -1.3710  -0.04
C  -3.2145  -0.3792  -0.0420  -0.26
C  -1.9184  -0.6631  0.3025  0.03
C  -0.9791  -0.9816  -0.6822  -0.04
C  0.4063  -1.2749  -0.2633  -0.34
O  0.7404  -1.2909  0.9115  0.07
H  -1.6062  -0.6565  1.3357  0.13
S  -4.4397  0.0690  1.1808  0.68
O  -5.6784  -0.5730  0.8496  -0.28
O  -3.8957  -0.1306  2.4946  -0.28
N  -4.5998  1.7040  0.7990  -0.23
C  -5.9089  2.2732  1.0824  -0.20
H  -6.1497  2.9955  0.2950  0.13
C  -5.7398  2.9691  2.4306  -0.16
H  -5.7501  2.2238  3.2265  0.12
H  -6.5094  3.7137  2.6221  0.11
C  -4.3434  3.5751  2.2911  -0.16
H  -4.4020  4.5301  1.7671  0.11
H  -3.8572  3.7328  3.2509  0.11
C  -3.5891  2.5454  1.4315  -0.19
H  -2.9824  3.0233  0.6569  0.12
H  -2.9450  1.9106  2.0425  0.11
H  -6.6470  1.4737  1.0804  0.11
H  -4.6457  -0.1833  -1.6003  0.12
H  -3.0433  -0.7391  -3.3837  0.10
C  -0.8496  -1.4421  -4.3895  -0.02
H  -1.6448  -2.1795  -4.5130  0.10
H  -1.1959  -0.4763  -4.7636  0.10
H  0.0072  -1.7571  -4.9807  0.09
H  1.4905  -1.8851  -3.4479  0.14
C  3.1583  0.0657  0.0995  -0.18
H  2.2657  0.3926  -0.4373  0.12
H  2.9083  0.0270  1.1647  0.12
C  4.2619  1.0986  -0.1433  -0.24
C  3.7576  2.5012  0.1732  -0.11
H  4.5470  3.2333  0.0213  0.07
H  3.4279  2.5601  1.2078  0.07
H  2.9181  2.7631  -0.4673  0.07
H  4.5791  1.0473  -1.1874  0.12
H  5.1260  0.8843  0.4861  0.10
H  4.8516  -2.7951  -0.4487  0.12
H  5.5998  -1.2019  -0.2459  0.12
H  6.0368  -3.0411  3.0495  0.07
H  6.9323  -2.3888  1.6760  0.07
H  5.9831  -3.8638  1.4899  0.07


Stability order, top to bottom: <A>, <C>, <B>


<A>
C8H9N3S in the gas phase. Source: OMol25; level of theory: the ωB97M-V functional and the def2-TZVPD basis.

Spin multiplicity: 1
SMILES: NN/C=C1/C=CC=C/C1=N\C=S
Kohn-Sham gap (alpha / beta), Eh: 0.2262 / 0.2263

Last column: Löwdin charge in e.
Cartesian coordinates (Å):
C  1.3887  2.3416  0.6207  -0.12
C  0.6247  2.1538  1.7976  -0.03
C  1.2626  1.6839  -0.5598  -0.08
C  -0.1453  1.0092  1.8356  -0.04
C  0.4486  0.5235  -0.6411  -0.13
C  -0.1485  0.1849  0.7194  -0.19
C  -1.3952  -1.7530  1.6207  -0.74
C  0.4733  -0.2013  -1.8726  0.00
N  -0.9220  -0.9287  0.7072  -0.05
N  -1.0491  -2.1781  -1.8602  0.03
N  -0.2277  -1.2433  -2.4520  -0.07
S  -0.7749  -2.1278  3.1525  0.49
H  2.0075  3.1635  0.5925  0.07
H  0.5409  2.9196  2.5360  0.11
H  1.9829  2.0191  -1.3968  0.14
H  -0.6328  0.6841  2.7718  0.10
H  -2.3715  -2.0933  1.4510  0.02
H  -0.7195  -3.1897  -2.0254  0.13
H  -1.1136  -1.9716  -0.8529  0.04
H  0.0106  -1.4955  -3.4353  0.16
H  0.7603  0.4993  -2.7089  0.14


<B>
A molecular structure, C8H9N3S. Source: OMol25; level of theory: the ωB97M-V functional and the def2-TZVPD basis.

Spin multiplicity: 1
Kohn-Sham gap, Eh: 0.3180

Last column: Löwdin charge in e.
Cartesian coordinates (Å):
N  -1.6868  2.7943  -0.3909  -0.01
C  -1.6898  1.4776  -1.0537  -0.27
C  -0.2455  1.0556  -1.3614  -0.15
C  0.2839  -0.0205  -0.4562  -0.22
C  -0.3547  -1.3120  -0.4734  -0.03
C  0.0436  -2.3383  0.3098  -0.01
C  1.1377  -2.1198  1.1821  -0.37
N  1.6627  -2.9902  2.0493  -0.24
S  2.9004  -2.2528  2.7417  0.99
N  2.7840  -0.7906  2.0943  -0.24
C  1.7799  -0.8433  1.2123  -0.36
C  1.3365  0.2067  0.3731  0.02
H  -1.2673  2.6824  0.5275  0.07
H  -2.6441  3.0764  -0.2089  0.06
H  -2.2730  1.5603  -1.9680  0.11
H  -2.1770  0.7159  -0.4377  0.10
H  -0.1593  0.7285  -2.3980  0.12
H  0.3734  1.9455  -1.2630  0.11
H  -1.1826  -1.4472  -1.1568  0.12
H  -0.4549  -3.2947  0.2738  0.11
H  1.8327  1.1659  0.4042  0.12


Stability order, top to bottom: <B>, <A>


<A>
A molecular structure, B2F8Sn. Source: OMol25; level of theory: the ωB97M-V functional and the def2-TZVPD basis.

Spin multiplicity: 1
Kohn-Sham gap, Eh: 0.2512

Last column: Löwdin charge in e.
Cartesian coordinates (Å):
Sn  1.2739  -0.6981  1.4495  1.93
B  0.1892  -2.0623  -1.6112  -1.35
F  0.2664  -2.6985  -0.3758  0.04
F  -0.8058  -2.4403  -2.4547  0.19
F  -0.0041  -0.6993  -1.2586  0.06
F  1.4488  -2.1603  -2.1951  0.12
B  -0.4815  2.1311  1.3117  -1.39
F  -0.9693  3.4503  1.1885  0.11
F  -1.0842  1.4320  2.3751  0.09
F  -0.7317  1.5492  0.0923  0.14
F  0.8983  2.1963  1.4785  0.07


<B>
A molecular structure, B2F8Sn. Source: OMol25; level of theory: the ωB97M-V functional and the def2-TZVPD basis.

Spin multiplicity: 1
Kohn-Sham gap, Eh: 0.3342

Last column: Löwdin charge in e.
Cartesian coordinates (Å):
Sn  -0.6238  -0.1805  0.3589  1.99
B  -1.2163  2.5154  -1.2128  -1.32
F  -0.5580  2.6107  0.0629  0.01
F  -0.4216  1.6261  -1.9887  0.05
F  -2.4682  1.8719  -1.1684  0.07
F  -1.3332  3.7967  -1.6773  0.17
B  1.3494  -2.4985  1.1286  -1.30
F  0.9906  -1.8096  -0.0992  -0.06
F  0.5903  -3.6357  1.3080  0.16
F  2.6999  -2.7199  1.1426  0.18
F  0.9909  -1.5767  2.1453  0.04


Stability order, top to bottom: <B>, <A>


<A>
A molecular structure, C4H3N2. Source: OMol25; level of theory: the ωB97M-V functional and the def2-TZVPD basis.

Spin multiplicity: 1
Kohn-Sham gap, Eh: 0.3324
Net charge: +1

Last column: Löwdin charge in e.
Cartesian coordinates (Å):
C  -1.8381  0.3478  -0.0192  0.07
C  -0.5106  -1.0107  -0.0623  0.05
C  0.0771  0.3553  -0.1135  -0.28
C  1.3751  0.5621  0.0222  0.27
N  -1.8217  -0.9418  0.0096  0.23
N  -1.0121  1.2267  -0.0802  0.27
H  -0.1400  -2.0145  0.0763  0.16
H  1.7624  1.5961  -0.1040  0.14
H  2.1080  -0.1210  0.2712  0.09


<B>
A gas-phase ion, C4H3N2 (charge +1). Source: OMol25; level of theory: the ωB97M-V functional and the def2-TZVPD basis.

Spin multiplicity: 1
SMILES: C#CN=C=[N+]=C
Kohn-Sham gap (alpha / beta), Eh: 0.2835 / 0.2836
Net charge: +1

Last column: Löwdin charge in e.
Cartesian coordinates (Å):
C  2.6484  0.3055  -0.0165  -0.16
C  3.7391  -0.1902  -0.0630  0.24
C  0.3780  0.5489  0.1736  0.01
C  -2.0468  0.5148  -0.0640  0.21
N  1.5232  0.9135  0.0003  0.22
N  -0.8105  0.7953  -0.0125  0.14
H  4.7478  -0.4732  0.0244  0.06
H  -2.3398  -0.4701  0.3683  0.15
H  -2.5105  1.3353  -0.5503  0.12


Stability order, top to bottom: <B>, <A>